The following is a DFT calculation (ωB97M-V/def2-TZVPD) of 3 unconnected molecules or ions with the total composition C15H26F3N5O3P at a distorted geometry.

```
53
Properties=species:S:1:pos:R:3:forces:R:3
C -3.43249 -0.28859 3.89394 1.44 -1.09 -0.83
P -3.99224 0.10818 2.11365 -2.25 1.40 1.51
C -3.37512 1.85735 1.80110 1.15 -0.38 -0.36
N -3.13568 -1.10722 1.11699 0.71 -0.62 0.50
C -3.47123 -2.42056 1.40507 2.35 0.85 -2.24
N -2.68417 -3.21611 0.56032 -0.90 2.90 1.13
C -1.87575 -2.37897 -0.23615 0.24 2.29 -0.87
C -0.82961 -2.91392 -1.27845 0.12 -0.81 1.29
C 0.40555 -3.50271 -0.41774 -0.30 0.72 0.49
C 1.37970 -2.36375 0.06779 0.65 1.15 0.02
F 1.64160 -1.43282 -0.96166 -0.54 -1.57 1.66
F 0.83931 -1.60849 1.12890 0.78 -1.36 -1.81
F 2.61277 -2.81682 0.49140 -2.17 0.52 -0.66
C -2.15134 -0.96296 0.09759 -0.61 -4.95 0.57
N -1.62065 0.27147 -0.41116 -1.25 -1.08 -1.53
C -1.70316 0.29914 -1.67866 0.59 -1.58 0.89
O -1.67393 0.14100 -2.82785 -0.21 1.08 1.32
H -2.31006 -0.48951 3.81911 -1.27 0.60 0.57
H -3.87808 -1.28171 4.22817 0.23 1.46 -0.39
H -3.67910 0.53944 4.61445 0.27 -0.84 -0.91
H -3.77878 2.22957 0.80564 0.52 -0.49 1.33
H -2.23549 1.87161 1.80585 -1.48 0.40 0.08
H -3.78810 2.49352 2.64995 0.50 -0.95 -1.05
H -4.20083 -2.75907 2.18038 0.84 0.42 -1.03
H -2.75814 -4.23438 0.59492 0.33 0.51 -0.39
H -1.27198 -3.78983 -1.85514 0.49 1.26 0.61
H -0.46396 -2.12160 -1.98708 -0.63 -0.79 0.77
H -0.06546 -3.93009 0.52643 1.03 0.20 -1.17
H 1.00355 -4.27409 -0.97616 -0.64 0.84 0.58
C 1.08728 2.40060 2.85440 0.30 -0.13 0.07
O 0.23989 2.67489 3.68544 0.05 -0.20 -0.04
N 2.25617 1.76266 3.10787 -0.44 0.24 -0.34
C 3.21821 1.46996 2.06346 0.02 -0.05 0.28
C 2.55350 1.36006 4.47074 -0.25 0.15 0.07
H 0.96069 2.66200 1.78980 0.09 -0.02 -0.04
H 3.37166 0.38916 2.01048 0.12 0.05 -0.13
H 4.16519 1.95979 2.30130 0.04 -0.09 -0.17
H 2.86481 1.82785 1.09601 -0.04 0.01 0.11
H 1.77322 0.68177 4.82298 0.11 0.03 0.13
H 2.56284 2.24363 5.11205 0.02 -0.15 0.09
H 3.52111 0.86218 4.51836 -0.07 0.06 -0.10
C 2.84356 1.09069 -5.96966 -0.01 0.02 0.01
O 3.10367 1.74577 -6.95610 -0.21 0.04 0.24
N 1.92959 1.43022 -5.01956 0.26 -0.31 -0.10
C 1.67182 0.59589 -3.86586 -0.05 0.32 -0.18
C 1.19063 2.67033 -5.17063 0.20 0.00 -0.28
H 3.34844 0.13212 -5.76038 -0.04 -0.03 0.09
H 0.61971 0.29949 -3.86841 0.05 -0.11 0.14
H 1.88793 1.16538 -2.95733 -0.04 -0.18 0.12
H 2.29536 -0.29860 -3.88305 0.00 0.10 -0.06
H 0.63373 2.64428 -6.10968 -0.02 0.16 0.07
H 1.89360 3.50522 -5.20543 -0.17 0.06 -0.03
H 0.50026 2.80661 -4.33840 0.08 -0.09 -0.02
```
Forces are in eV/Å.

Output
Molecular weight (g mol⁻¹): 412.37
LUMO (eV): -3.5
Total charge: +1
HOMO-LUMO gap (eV): 7.5806